{
  "formula": "C21H30N2O4",
  "method": "the ωB97M-V functional and the def2-TZVPD basis",
  "species": ["C", "C", "C", "C", "C", "O", "C", "N", "C", "C", "N", "C", "H", "C", "C", "H", "H", "C", "O", "H", "H", "H", "H", "H", "C", "C", "C", "C", "C", "C", "C", "H", "H", "H", "O", "C", "C", "O", "H", "H", "H", "H", "H", "H", "H", "H", "H", "H", "H", "H", "H", "H", "H", "H", "H", "H", "H"],
  "coordinates": [[6.42880, 2.20837, 0.04219], [5.05611, 2.08193, -0.51237], [4.56518, 2.21485, -1.77665], [3.17331, 1.95453, -1.69337], [2.91339, 1.68809, -0.38282], [4.05547, 1.76715, 0.33640], [1.67410, 1.27283, 0.33940], [1.85861, -0.07699, 0.85950], [0.98344, -0.43691, 1.95901], [-0.42015, -0.85007, 1.50893], [-0.29183, -1.96160, 0.58759], [0.45698, -1.54607, -0.58098], [0.52963, -2.39010, -1.26988], [1.87564, -1.10225, -0.18104], [2.73587, -2.29756, 0.24806], [2.31150, -2.76336, 1.13608], [2.73025, -3.03412, -0.55666], [4.18727, -1.88857, 0.52149], [4.34339, -1.10612, 1.67286], [3.72289, -0.36227, 1.59315], [4.79900, -2.78177, 0.67950], [4.58050, -1.35568, -0.36063], [2.34822, -0.65388, -1.06406], [-0.04456, -0.71511, -1.11129], [-1.55217, -2.62212, 0.27393], [-2.54742, -1.74950, -0.45177], [-3.42373, -0.94803, 0.25980], [-4.29717, -0.07936, -0.39307], [-4.28950, -0.01515, -1.78048], [-3.41694, -0.82284, -2.49213], [-2.55232, -1.68117, -1.84222], [-1.88400, -2.30829, -2.41330], [-3.41856, -0.77554, -3.57127], [-4.95356, 0.64657, -2.31352], [-5.10921, 0.65752, 0.41939], [-6.03407, 1.55255, -0.16651], [-6.79099, 2.21571, 0.98593], [-5.94364, 2.99762, 1.78293], [-5.20511, 2.43853, 2.05456], [-7.55385, 2.88809, 0.58882], [-7.27698, 1.43352, 1.58607], [-6.73723, 1.01675, -0.81666], [-5.50712, 2.31849, -0.75069], [-3.45621, -0.98680, 1.33812], [-1.97734, -2.96480, 1.22131], [-1.31197, -3.49845, -0.33471], [-0.99633, -1.17622, 2.37752], [-0.93788, 0.01226, 1.05046], [0.92383, 0.40522, 2.65185], [1.44136, -1.27810, 2.48494], [1.51750, 1.93693, 1.19483], [0.81534, 1.37408, -0.34138], [2.46700, 1.96860, -2.49887], [5.11926, 2.46148, -2.65913], [6.50056, 3.07994, 0.69242], [7.14616, 2.30995, -0.76642], [6.66930, 1.32721, 0.63486]],
  "forces_ev_per_angstrom": [[-0.3217, -0.0355, 0.1840], [0.4280, 0.1716, -0.8356], [0.3366, -0.0357, 0.4893], [-0.2887, -0.0725, 0.6216], [-0.6580, 0.1531, -0.7937], [0.0078, -0.0628, 0.3910], [0.3035, 0.0815, -0.0170], [0.0302, 0.1988, 0.0689], [-0.3199, -0.0735, 0.1443], [0.3052, 0.0968, 0.1359], [0.0071, -0.0542, 0.0444], [0.2654, 0.2598, -0.0313], [-0.0030, 0.0243, -0.0742], [-0.0331, -0.5596, -0.2804], [0.2605, 0.4353, 0.0199], [-0.0015, -0.1223, 0.0171], [-0.0459, -0.0890, -0.0429], [-0.1480, -0.2799, -0.3040], [0.1227, 0.2563, 0.4869], [-0.0137, -0.1285, -0.0465], [-0.0352, 0.0579, -0.1212], [0.0059, -0.0911, 0.0014], [-0.0419, -0.0669, 0.0959], [-0.0117, -0.1013, -0.0036], [0.0618, -0.0117, 0.0481], [-0.0978, 0.0502, 0.0054], [-0.1178, 0.0534, -0.0903], [0.1569, -0.0832, 0.0521], [-0.2458, 0.2188, 0.1232], [0.0988, -0.0805, -0.0251], [-0.0332, -0.0258, -0.0555], [0.0834, -0.0756, -0.0564], [-0.0080, 0.0062, -0.0846], [-0.0681, 0.0654, -0.0131], [0.0918, -0.1131, 0.0647], [-0.4123, 0.3604, 0.0805], [0.0559, -0.4350, -0.4187], [0.3806, 0.1652, 0.2365], [-0.0600, 0.0605, 0.0138], [0.0102, -0.1183, -0.0303], [-0.0360, 0.0686, -0.1232], [0.0693, 0.0123, 0.0249], [-0.0474, -0.0897, 0.0353], [0.0019, -0.0111, 0.1563], [-0.0273, -0.0546, -0.0730], [-0.0819, -0.0021, 0.0465], [-0.0464, 0.0516, 0.0176], [-0.0279, -0.0542, 0.0539], [0.0375, -0.0223, 0.0032], [-0.0686, 0.0444, 0.0734], [-0.0964, -0.0215, -0.0625], [0.0883, 0.0699, 0.0566], [-0.2295, -0.0407, -0.1057], [0.2131, 0.0489, -0.1303], [0.0761, 0.0474, 0.0407], [0.0325, 0.0051, -0.0382], [0.0954, -0.0517, 0.0242]],
  "spin_multiplicity": 1,
  "smiles": "Cc1ccc(CN2CCN(Cc3cccc(OCCO)c3)C[C@@H]2CCO)o1",
  "e_homo_ev": -8.2,
  "gap_ev": 8.849,
  "lumo_ev": 0.6
}



{
  "formula": "C6H12O",
  "method": "the ωB97M-V functional and the def2-TZVPD basis",
  "species": ["C", "C", "O", "C", "C", "C", "C", "H", "H", "H", "H", "H", "H", "H", "H", "H", "H", "H", "H"],
  "coordinates": [[-0.14026, -2.25900, 0.39120], [-0.52551, -0.94505, 0.73096], [-0.60496, -0.63345, 2.08758], [0.76546, 0.11375, 0.10756], [0.92512, -0.50235, -1.27403], [0.47881, 1.47664, 0.09671], [-0.77359, 2.07786, -0.45464], [0.70994, -1.66262, -0.84123], [-0.81501, -2.89913, -0.17633], [0.44523, -2.79870, 1.12793], [-1.40947, -0.60436, 0.17245], [-0.51968, 0.33286, 2.13639], [1.66163, -0.10636, 0.69645], [0.13470, -0.20956, -1.98260], [1.89911, -0.27963, -1.74984], [1.12358, 2.16748, 0.64611], [-1.34728, 1.35939, -1.04360], [-0.60151, 2.97438, -1.06106], [-1.40631, 2.39785, 0.38997]],
  "forces_ev_per_angstrom": [[-0.6492, -1.2133, 0.8358], [0.2159, 1.6249, -0.3198], [-0.0494, 0.1487, 0.4126], [-0.0522, -1.3230, -0.3853], [-0.0240, -0.9933, 0.1218], [-0.2651, 1.4531, 0.4101], [-0.0765, -0.0768, 0.0215], [0.8428, 1.2768, -1.6163], [0.2837, 0.2926, -0.1942], [0.2785, 0.0833, -0.0925], [0.1150, -0.0118, 0.1087], [0.0067, -0.2475, 0.1749], [-0.2517, -0.1620, 0.1020], [0.0789, -0.2777, 0.2730], [-0.3937, -0.3361, 0.3051], [-0.1769, -0.1838, -0.0007], [0.0293, 0.1125, -0.0083], [0.0641, -0.1576, 0.0588], [0.0236, -0.0088, -0.2072]],
  "spin_multiplicity": 1,
  "e_homo_ev": [-8.0, -7.5],
  "gap_ev": [8.160, 7.252],
  "lumo_ev": [0.2, -0.2]
}



{
  "formula": "C22H17BrN8OPtS4Sb",
  "method": "the ωB97M-V functional and the def2-TZVPD basis",
  "species": ["Pt", "S", "Sb", "S", "S", "S", "C", "N", "N", "C", "C", "C", "C", "C", "C", "N", "N", "C", "C", "C", "C", "C", "C", "H", "H", "H", "H", "H", "H", "H", "H", "H", "H", "H", "Br", "C", "C", "C", "N", "C", "C", "H", "H", "H", "H", "N", "C", "O", "C", "C", "N", "C", "N", "H", "H"],
  "coordinates": [[-0.31861, 0.26127, -0.06378], [1.89585, 3.41932, 0.72471], [-0.60325, 3.78109, 0.72788], [-1.28086, 2.28497, -1.00747], [-0.52756, 1.98436, 2.35939], [-1.53816, -1.77289, -0.68386], [-0.26344, -2.83695, -0.00563], [-0.36078, -3.97916, 0.63152], [-1.39192, -4.65858, 1.04906], [-2.78111, -4.67582, 0.82138], [-3.56081, -5.16461, 1.87411], [-4.93364, -5.24492, 1.75275], [-5.55068, -4.85256, 0.57250], [-4.77530, -4.40486, -0.48511], [-3.39730, -4.32938, -0.37653], [0.99384, -2.47051, -0.26393], [1.25436, -1.24857, -0.48092], [1.86033, -0.86849, -1.73632], [2.27924, 1.23688, -2.00827], [3.09727, 1.43404, -3.29793], [3.32715, -0.55620, -4.19054], [2.56707, -1.80217, -3.89232], [1.90757, -1.95891, -2.75368], [-1.09336, -5.30612, 1.76122], [-3.07898, -5.46485, 2.79857], [-5.52619, -5.60782, 2.58170], [-6.62582, -4.91582, 0.47483], [-5.24500, -4.12063, -1.41745], [-2.80729, -4.02278, -1.22505], [2.13729, 2.11493, -1.39000], [3.53440, 2.41694, -3.44190], [4.07416, -0.74587, -4.95722], [2.57908, -2.59821, -4.62718], [1.39079, -2.87797, -2.51117], [3.05118, 1.56210, -6.21213], [2.48106, 0.73861, -4.52702], [3.92125, 0.16839, -2.95116], [3.13490, 0.01541, -1.62873], [1.07164, 0.38691, -2.11877], [0.36433, 0.40267, -3.35021], [0.99662, 0.59132, -4.50255], [5.00409, 0.15929, -2.87475], [3.69285, -0.05853, -0.70019], [-0.70103, 0.21821, -3.29391], [0.44596, 0.61755, -5.43261], [0.34204, -2.00996, 3.50200], [0.20951, -0.97379, 2.64410], [-0.85002, -0.86080, 1.96764], [1.29726, -0.04698, 2.51599], [2.57987, -0.41916, 2.94882], [3.60696, -0.75888, 3.35931], [1.06832, 1.22333, 1.88584], [1.99324, 1.88808, 1.28147], [-0.37930, -2.70719, 3.51875], [1.21382, -2.17586, 3.97582]],
  "forces_ev_per_angstrom": [[0.5662, -1.5132, -2.3410], [-0.7809, 0.8511, 0.0812], [0.6735, -0.3465, 0.4034], [-0.1382, -0.8101, 0.7539], [0.0750, 0.6866, 0.0570], [0.5187, 1.1928, 0.1674], [-1.5882, 0.0912, 0.7997], [0.4119, 0.0762, -0.0016], [0.3692, 0.1961, 0.0966], [-0.7545, 0.2122, 0.0146], [0.2526, 0.1316, -0.0024], [-0.0889, -0.0151, -0.0794], [0.0015, -0.0336, 0.0474], [-0.0514, -0.0201, -0.0675], [0.2995, -0.0591, 0.0861], [1.9337, -0.1120, -1.1764], [-2.9569, -0.1085, 1.3060], [1.2693, 0.4125, -0.6518], [0.1367, 0.2719, 0.1211], [0.0558, 0.0567, -0.0590], [-0.0066, -0.1477, 0.0886], [0.1409, 0.0430, -0.0505], [-0.0791, -0.1759, 0.2982], [0.0135, -0.2628, -0.1543], [-0.0159, 0.0328, 0.0033], [0.0207, -0.0137, 0.0071], [0.0023, 0.0298, -0.0068], [0.0120, -0.0070, -0.0028], [0.0599, 0.0705, -0.0833], [-0.0730, -0.0116, 0.0315], [-0.0443, 0.0103, -0.0309], [0.0021, 0.1051, -0.0117], [-0.0463, -0.0250, 0.0305], [-0.0360, 0.0072, -0.1195], [-0.0608, -0.0988, 0.1717], [-0.0357, 0.0394, -0.1488], [0.0847, -0.0629, -0.0656], [-0.0497, -0.0679, 0.1964], [-0.0720, -0.4026, 0.2145], [-0.1727, -0.1092, -0.1866], [0.0185, 0.1386, 0.0638], [-0.0112, 0.0131, 0.0180], [-0.0120, -0.0042, 0.0004], [0.0045, 0.0662, 0.0177], [-0.0113, -0.0317, 0.0045], [-0.0942, -0.1064, -0.0460], [0.5774, 0.4117, 0.0213], [-0.0234, 0.0275, 0.1040], [-0.4895, -0.2867, 0.0489], [0.2768, 0.0815, 0.2460], [-0.0628, -0.0647, -0.1183], [-0.0590, 0.4929, 0.3184], [0.0534, -0.8752, -0.4160], [0.0213, -0.0279, -0.0396], [-0.0371, 0.0514, 0.0409]],
  "spin_multiplicity": 2,
  "e_homo_ev": [-7.3, -7.3],
  "gap_ev": [4.774, 5.184],
  "lumo_ev": [-2.5, -2.1],
  "s2": 1.11
}



The evaluated strongest force on any atom for the records listed, in turn: 1.04 2.23 3.23 eV/Å.